ORCA calculation (wB97M-V/def2-TZVPD) on a cluster of 2 separate species, C2H11N3 in total in a non-equilibrium geometry.

Each line ends with the Mulliken spin population.
Element x y z (Å)
1 C -3.60360 1.27275 0.28493  0.0000
2 N -2.94020 0.14744 0.95941  0.0001
3 H -3.73142 1.07537 -0.77323  0.0000
4 H -3.20965 2.22746 0.36366  0.0000
5 H -4.65586 1.31220 0.80017  0.0000
6 H -2.33677 0.39519 1.78065  0.0000
7 H -2.37748 -0.29468 0.24051  -0.0002
8 N 1.80703 -0.28449 -1.51302  0.4451
9 C 2.71168 -0.81310 -0.56717  -0.0379
10 N 2.36914 -0.51434 0.77561  0.5549
11 H 0.75329 -0.17122 -1.17872  -0.0254
12 H 1.86946 0.72234 -1.81107  -0.0115
13 H 2.77142 -1.97169 -0.71757  0.0588
14 H 3.81817 -0.58966 -0.84930  0.0607
15 H 1.94571 0.37121 0.93969  -0.0230
16 H 1.85283 -1.27471 1.34464  -0.0217

Values from the calculation:
lowest unoccupied orbital energy (spin up / spin down)	-0.141 / -0.325	Eh
orbital gap (spin up / spin down)	8.051 / 3.064	eV
charge	+1
spin multiplicity	2
HOMO (spin up / spin down)	-11.90 / -11.90	eV

=====

ORCA calculation (wB97M-V/def2-TZVPD) on a structure of composition C12H33IN3O3 in a non-equilibrium geometry.

Each line ends with the Mulliken charge.
Element x y z (Å)
1 I -20.04507 3.16649 21.69879  -0.4085
2 C -20.98416 4.47174 24.75299  -1.2191
3 C -21.38853 2.97816 24.88208  0.4090
4 C -22.48097 2.68974 25.92890  -0.8510
5 O -22.98337 1.37884 25.74696  -0.2467
6 C -23.96310 1.14552 26.76324  -0.7811
7 N -21.87299 2.48151 23.60252  -0.5031
8 H -21.85483 5.12706 24.72876  0.3282
9 H -20.38680 4.69801 23.86977  0.1900
10 H -20.34353 4.81208 25.56655  0.3609
11 H -20.53849 2.41672 25.26978  0.2518
12 H -23.16655 3.51958 25.75735  0.3026
13 H -22.05626 2.88266 26.91404  0.3892
14 H -24.44999 0.24097 26.39876  0.2575
15 H -24.65266 1.97747 26.90627  0.3156
16 H -23.46514 0.76532 27.65518  0.2841
17 H -21.26666 2.89942 22.91127  -0.1387
18 H -22.62639 3.12913 23.42065  0.3618
19 C -18.24081 3.89372 17.19966  -1.6491
20 C -18.53196 3.11159 18.46684  0.9780
21 C -17.64728 3.55745 19.62184  -0.5788
22 O -16.24093 3.18720 19.39658  -0.3804
23 C -15.42254 3.49153 20.46432  -0.7667
24 N -19.88620 3.35846 18.85512  -0.6725
25 H -17.19605 3.82942 16.89562  0.3133
26 H -18.64226 4.90706 17.20813  0.3231
27 H -18.75691 3.37849 16.38955  0.4187
28 H -18.30038 2.05166 18.36184  0.0297
29 H -18.06988 3.27758 20.58682  -0.0605
30 H -17.76079 4.63555 19.73549  0.4767
31 H -15.52562 4.51351 20.82905  0.3308
32 H -14.37602 3.31747 20.21414  0.2727
33 H -15.59016 2.89021 21.35786  0.2489
34 H -20.06381 4.35152 18.90393  0.4207
35 H -19.97982 3.16749 19.84247  -0.0455
36 C -18.02911 0.72796 20.41524  -1.2473
37 C -19.50811 0.47393 20.34647  1.0648
38 C -19.99606 -0.84709 19.73103  -1.2817
39 O -21.40925 -0.94962 19.81523  -0.2879
40 C -21.92217 -1.95080 18.99238  -0.7975
41 N -20.01029 0.65433 21.72692  -0.5868
42 H -17.52675 0.62755 19.45314  0.3826
43 H -17.57574 -0.04337 21.03782  0.4585
44 H -17.77624 1.70541 20.82601  0.2084
45 H -19.94570 1.27020 19.74432  -0.1008
46 H -19.56413 -1.72466 20.21207  0.3988
47 H -19.72476 -0.80716 18.67609  0.3346
48 H -22.99681 -2.06761 19.13247  0.2420
49 H -21.41041 -2.90418 19.12376  0.3007
50 H -21.79105 -1.69754 17.94035  0.3161
51 H -19.81575 1.63878 21.84148  0.3290
52 H -19.34177 0.18975 22.32472  0.3048

Values from the calculation:
lowest unoccupied orbital energy	0.114	Eh
orbital gap	6.430	eV
charge	-1
HOMO	-3.32	eV

=====

ORCA calculation (wB97M-V/def2-TZVPD) on the molecule C5H10N2O in a non-equilibrium geometry.

Each line ends with the Mulliken charge.
Element x y z (Å)
1 C 2.31161 -0.87835 -0.75908  -0.9251
2 N 0.99297 -0.26611 -0.80375  -0.2109
3 C -0.15517 -1.10944 -1.14640  0.4041
4 O -0.06330 -2.22206 -1.61631  -0.6000
5 N -1.25468 -0.44221 -0.73653  -0.5696
6 C -1.02490 0.38047 0.26133  1.2422
7 C -1.67796 1.72763 0.18604  -1.3100
8 C -0.66529 -0.09114 1.64249  -1.2023
9 H 2.22207 -1.89003 -0.35629  0.3075
10 H 3.01585 -0.33499 -0.13223  0.3235
11 H 2.72192 -0.99034 -1.76555  0.3017
12 H 0.99763 0.62272 -1.29233  0.2306
13 H -1.17549 2.45870 0.80849  0.3757
14 H -2.70168 1.62531 0.55672  0.3255
15 H -1.75513 2.06025 -0.84445  0.3468
16 H -1.57307 -0.45782 2.13282  0.3182
17 H 0.04784 -0.91306 1.61062  0.3184
18 H -0.26323 0.72046 2.25443  0.3237

Values from the calculation:
lowest unoccupied orbital energy (spin up / spin down)	0.009 / 0.009	Eh
orbital gap (spin up / spin down)	9.335 / 9.335	eV
charge	0
SMILES string	CNC(=O)N=C(C)C
HOMO (spin up / spin down)	-9.10 / -9.10	eV

=====

How do the records compare in energy relative to the best compared isomer or geometry (same formula, charge and spin)? In the order shown, they have 38.0; 204.9; 36.2 kcal/mol.